one | C39H34Br2N8O2SeSn as an isolated structure. Source: the OMol25 dataset; level of theory: ωB97M-V with the def2-TZVPD basis set.

Values from the calculation:
- gap between HOMO and LUMO (spin up / spin down) (eV) = 3.61 / 3.59
- HOMO (spin up / spin down) (eV) = -0.0116 / 0.0086
- lowest unoccupied orbital energy (spin up / spin down) (eV) = 3.60 / 3.60
- charge = -2

Geometry (Å):
Sn1 0.188 -0.106 -1.447
C1 -0.767 -3.714 -2.389
C2 0.411 -2.924 -1.915
C3 1.311 -2.351 -2.812
C4 2.409 -1.636 -2.357
C5 2.632 -1.499 -1.002
C6 1.760 -2.071 -0.099
C7 0.654 -2.776 -0.553
H1 -1.166 -3.303 -3.311
H2 -1.577 -3.700 -1.663
H3 -0.494 -4.759 -2.572
H4 1.147 -2.477 -3.871
H5 3.085 -1.179 -3.064
H6 3.489 -0.941 -0.652
H7 1.936 -1.965 0.962
H8 -0.022 -3.226 0.151
Br1 5.699 -3.080 4.070
C8 5.546 -1.219 3.669
C9 5.444 -0.289 4.704
C10 5.334 1.067 4.414
C11 5.313 1.517 3.084
C12 5.435 0.565 2.045
C13 5.546 -0.790 2.342
N1 5.209 2.904 2.857
N2 4.723 3.462 1.814
C14 3.922 2.817 0.836
C15 4.254 3.004 -0.509
C16 3.523 2.393 -1.536
C17 2.432 1.589 -1.220
O1 1.717 0.992 -2.101
C18 2.071 1.413 0.132
N3 0.993 0.632 0.364
C19 0.533 0.390 1.614
C20 1.236 1.019 2.739
C21 2.313 1.801 2.523
C22 2.796 2.021 1.168
H9 5.451 -0.619 5.735
H10 5.256 1.779 5.226
H11 5.458 0.861 1.007
H12 5.636 -1.510 1.538
H13 5.105 3.623 -0.766
H14 3.809 2.544 -2.568
H15 -0.313 -0.222 1.823
H16 0.881 0.858 3.750
H17 2.801 2.264 3.371
Br2 -1.917 -1.182 -2.390
O2 -0.484 1.577 -1.432
C23 0.566 -1.409 -6.599
N4 -0.077 -0.115 -6.707
C24 -0.446 0.511 -7.865
C25 -1.020 1.710 -7.541
N5 -1.012 1.837 -6.180
C26 -1.527 2.961 -5.417
C27 -0.433 0.714 -5.688
Se1 -0.182 0.386 -3.969
H18 0.727 -1.842 -7.599
H19 -0.071 -2.093 -6.013
H20 1.542 -1.298 -6.097
H21 -0.302 0.114 -8.859
H22 -1.417 2.440 -8.230
H23 -1.939 3.727 -6.094
H24 -0.714 3.411 -4.824
H25 -2.325 2.617 -4.740
N6 -5.246 0.635 3.377
C28 -6.054 0.212 4.402
C29 -7.113 0.814 5.075
C30 -7.716 0.066 6.091
C31 -7.272 -1.221 6.408
C32 -6.207 -1.804 5.717
C33 -5.590 -1.072 4.697
N7 -4.541 -1.410 3.881
C34 -4.339 -0.366 3.082
C35 -3.325 -0.278 2.050
C36 -3.157 0.854 1.233
C37 -2.161 0.846 0.274
N8 -1.317 -0.191 0.062
C38 -1.498 -1.279 0.867
C39 -2.462 -1.364 1.846
H26 -5.308 1.528 2.920
H27 -7.458 1.812 4.831
H28 -8.546 0.494 6.645
H29 -7.760 -1.778 7.202
H30 -5.859 -2.801 5.959
H31 -3.780 1.735 1.323
H32 -2.003 1.700 -0.374
H33 -0.830 -2.093 0.694
H34 -2.545 -2.262 2.447



two | C39H34Br2N8O2SeSn as an isolated structure. Source: the OMol25 dataset; level of theory: ωB97M-V with the def2-TZVPD basis set.

Values from the calculation:
- gap between HOMO and LUMO (eV) = 4.67
- HOMO (eV) = -1.1240
- lowest unoccupied orbital energy (eV) = 3.55
- charge = -2

Geometry (Å):
Sn1 0.318 0.588 -0.136
C1 -0.682 0.594 -4.540
C2 -0.198 1.680 -3.616
C3 -1.093 2.500 -2.943
C4 -0.634 3.486 -2.081
C5 0.720 3.686 -1.905
C6 1.623 2.881 -2.581
C7 1.163 1.885 -3.425
H1 -0.011 -0.266 -4.521
H2 -0.737 0.956 -5.572
H3 -1.675 0.248 -4.251
H4 -2.160 2.338 -3.054
H5 -1.344 4.104 -1.544
H6 1.068 4.462 -1.236
H7 2.685 3.023 -2.433
H8 1.874 1.238 -3.927
Br1 10.015 2.482 4.987
C8 8.240 3.143 5.207
C9 7.189 2.247 5.349
C10 5.905 2.730 5.515
C11 5.659 4.109 5.531
C12 6.734 4.985 5.410
C13 8.027 4.506 5.235
N1 4.398 4.655 5.886
N2 3.317 4.396 5.289
C14 3.182 3.767 4.071
C15 4.085 3.833 2.994
C16 3.830 3.246 1.780
C17 2.634 2.507 1.528
O1 2.408 1.924 0.449
C18 1.653 2.499 2.605
N3 0.503 1.860 2.339
C19 -0.403 1.754 3.271
C20 -0.242 2.320 4.546
C21 0.913 3.004 4.832
C22 1.919 3.113 3.844
H9 7.370 1.181 5.318
H10 5.079 2.039 5.615
H11 6.546 6.050 5.449
H12 8.858 5.190 5.126
H13 5.005 4.391 3.111
H14 4.545 3.309 0.970
H15 -1.285 1.181 2.993
H16 -1.024 2.207 5.287
H17 1.080 3.454 5.801
Br2 3.029 -1.761 0.056
O2 -0.389 -0.638 1.094
C23 -5.606 3.198 0.824
N4 -5.893 1.878 1.334
C24 -7.056 1.454 1.950
C25 -6.879 0.156 2.273
N5 -5.615 -0.202 1.855
C26 -4.978 -1.495 2.006
C27 -4.990 0.860 1.268
Se1 -3.272 0.841 0.642
H18 -6.473 3.836 0.992
H19 -5.378 3.144 -0.240
H20 -4.733 3.610 1.329
H21 -7.894 2.108 2.109
H22 -7.538 -0.536 2.767
H23 -5.663 -2.158 2.531
H24 -4.041 -1.387 2.551
H25 -4.727 -1.903 1.027
N6 -0.301 -6.120 -4.465
C28 -0.939 -7.185 -5.055
C29 -0.480 -8.295 -5.752
C30 -1.435 -9.184 -6.214
C31 -2.801 -8.969 -5.987
C32 -3.250 -7.860 -5.291
C33 -2.304 -6.953 -4.817
N7 -2.475 -5.784 -4.103
C34 -1.267 -5.316 -3.910
C35 -0.924 -4.082 -3.193
C36 0.391 -3.642 -3.085
C37 0.653 -2.466 -2.396
N8 -0.309 -1.749 -1.828
C38 -1.563 -2.177 -1.908
C39 -1.926 -3.330 -2.587
H26 0.688 -5.955 -4.419
H27 0.576 -8.463 -5.925
H28 -1.121 -10.064 -6.761
H29 -3.517 -9.689 -6.364
H30 -4.303 -7.690 -5.111
H31 1.225 -4.188 -3.509
H32 1.666 -2.107 -2.236
H33 -2.295 -1.570 -1.383
H34 -2.956 -3.655 -2.641



Most stable structure, least stable structure: two, one.



one | An isolated ion of composition CH5O4PSi and charge -2. Source: the OMol25 dataset; level of theory: ωB97M-V with the def2-TZVPD basis set.

Values from the calculation:
- gap between HOMO and LUMO (eV) = 6.08
- HOMO (eV) = 0.2866
- lowest unoccupied orbital energy (eV) = 6.37
- SMILES = C[SiH2]OP(=O)([O-])[O-]
- charge = -2

Geometry (Å):
C1 2.181 0.433 -0.239
O1 -2.786 0.962 -0.184
O2 -2.955 -1.149 -1.611
O3 -2.396 -1.438 0.941
O4 -0.574 -0.195 -0.730
Si1 0.411 0.104 0.454
P1 -2.448 -0.472 -0.327
H1 2.633 1.301 0.282
H2 2.991 -0.268 -0.114
H3 1.999 0.771 -1.331
H4 0.614 -1.142 1.310
H5 0.329 1.092 1.549



two | CH5O4PSi as an isolated structure. Source: the OMol25 dataset; level of theory: ωB97M-V with the def2-TZVPD basis set.

Values from the calculation:
- gap between HOMO and LUMO (eV) = 6.43
- HOMO (eV) = 0.2202
- lowest unoccupied orbital energy (eV) = 6.65
- charge = -2

Geometry (Å):
C1 -1.053 1.731 -0.617
O1 -0.486 -0.919 -0.222
O2 2.022 -1.765 -0.598
O3 0.240 -3.470 0.021
O4 1.075 -1.892 1.751
Si1 -0.003 0.437 0.183
P1 0.927 -2.205 0.328
H1 -0.952 1.881 -1.786
H2 -2.032 1.744 -0.255
H3 -0.588 2.635 -0.342
H4 1.377 0.918 0.054
H5 -0.527 0.905 1.483



Most stable structure, least stable structure: one, two.



one | A 2-piece molecular cluster, C5H15N2S overall. Source: the OMol25 dataset; level of theory: ωB97M-V with the def2-TZVPD basis set.

Values from the calculation:
- gap between HOMO and LUMO (eV) = 8.61
- HOMO (eV) = -11.9633
- lowest unoccupied orbital energy (eV) = -3.36
- charge = +1

Geometry (Å):
C1 -0.449 2.392 -2.035
N1 -0.913 2.344 -0.640
C2 -0.178 1.935 0.342
N2 -0.568 1.804 1.609
H1 0.634 2.383 -2.061
H2 -0.846 3.291 -2.499
H3 -0.838 1.528 -2.568
H4 -1.903 2.451 -0.536
H5 0.864 1.748 0.144
H6 -1.540 1.624 1.820
H7 0.054 1.207 2.132
C3 -1.688 -1.453 -0.294
C4 -0.463 -2.186 0.225
S1 1.021 -1.162 -0.049
C5 2.254 -2.128 0.851
H8 -2.572 -2.074 -0.151
H9 -1.620 -1.196 -1.347
H10 -1.859 -0.543 0.281
H11 -0.316 -3.157 -0.241
H12 -0.550 -2.334 1.302
H13 2.093 -2.027 1.923
H14 2.144 -3.181 0.598
H15 3.250 -1.790 0.584



two | C5H15N2S as an isolated structure. Source: the OMol25 dataset; level of theory: ωB97M-V with the def2-TZVPD basis set.

Values from the calculation:
- gap between HOMO and LUMO (eV) = 4.79
- HOMO (eV) = -13.9173
- lowest unoccupied orbital energy (eV) = -9.12
- charge = +1

Geometry (Å):
C1 1.640 -0.461 0.175
N1 0.253 -0.408 -0.231
C2 -0.657 -0.863 0.799
C3 -2.069 -1.367 0.421
C4 -3.067 -0.443 -0.239
S1 -1.142 2.181 0.372
C5 2.532 -0.431 -1.086
N2 3.891 -0.972 -0.453
H1 1.755 -1.375 0.762
H2 1.999 0.269 0.948
H3 -0.193 0.475 -0.539
H4 -0.176 -1.545 1.502
H5 -1.034 -0.004 1.419
H6 -2.421 -1.741 1.396
H7 -1.927 -2.282 -0.172
H8 -3.281 0.471 0.350
H9 -3.969 -0.945 -0.552
H10 -2.597 0.047 -1.107
H11 2.144 -1.191 -1.764
H12 2.355 0.558 -1.555
H13 4.717 -0.885 -1.054
H14 -0.937 3.519 0.361
H15 3.542 0.125 -0.414



Most stable structure, least stable structure: one, two.



one | One molecule with the formula C2H2O2S2. Source: the OMol25 dataset; level of theory: ωB97M-V with the def2-TZVPD basis set.

Values from the calculation:
- gap between HOMO and LUMO (eV) = 8.12
- HOMO (eV) = -9.3409
- lowest unoccupied orbital energy (eV) = -1.22

Geometry (Å):
C1 0.539 0.110 -0.342
C2 -0.717 -0.361 0.104
O1 2.902 0.939 -0.399
O2 -1.499 0.610 0.740
S1 -1.296 -1.936 -0.068
S2 1.871 0.411 0.493
H1 0.661 0.061 -1.400
H2 -2.461 0.166 0.871



two | One molecule with the formula C2H2O2S2. Source: the OMol25 dataset; level of theory: ωB97M-V with the def2-TZVPD basis set.

Values from the calculation:
- gap between HOMO and LUMO (eV) = 8.33
- HOMO (eV) = -9.4073
- lowest unoccupied orbital energy (eV) = -1.08
- SMILES = O=C(S)C(O)=S

Geometry (Å):
C1 0.716 0.396 0.103
C2 -0.493 -0.491 0.113
H1 -0.388 1.931 0.311
H2 -2.722 -0.881 0.052
O1 0.551 1.708 0.352
O2 -0.444 -1.658 0.411
S1 2.128 -0.298 -0.238
S2 -2.070 0.244 -0.247



three | One molecule with the formula C2H2O2S2. Source: the OMol25 dataset; level of theory: ωB97M-V with the def2-TZVPD basis set.

Values from the calculation:
- gap between HOMO and LUMO (spin up / spin down) (eV) = 6.17 / 6.17
- HOMO (spin up / spin down) (eV) = -8.9790 / -8.9799
- lowest unoccupied orbital energy (spin up / spin down) (eV) = -2.81 / -2.81

Geometry (Å):
C1 0.987 0.492 -0.022
C2 -0.364 0.012 -0.026
O1 3.578 0.920 0.010
O2 -0.453 -1.327 -0.022
S1 -2.028 0.789 -0.025
S2 2.708 -0.239 -0.025
H1 1.110 1.567 -0.011
H2 -1.381 -1.601 0.017



Most stable structure, least stable structure: two, three.



one | A 2-piece molecular cluster, CHNO4S overall. Source: the OMol25 dataset; level of theory: ωB97M-V with the def2-TZVPD basis set.

Values from the calculation:
- gap between HOMO and LUMO (spin up / spin down) (eV) = 9.76 / 6.68
- HOMO (spin up / spin down) (eV) = -9.6619 / -8.2513
- lowest unoccupied orbital energy (spin up / spin down) (eV) = 0.10 / -1.57

Geometry (Å):
C1 -0.178 0.120 -0.403
N1 -2.681 -1.914 -0.596
O1 -1.034 1.051 -0.705
O2 -3.484 -1.550 0.101
O3 -3.533 0.493 -0.124
O4 -0.157 -0.660 0.508
S1 -2.427 1.279 0.487
H1 0.480 0.142 -1.246



two | One molecule with the formula CHNO4S. Source: the OMol25 dataset; level of theory: ωB97M-V with the def2-TZVPD basis set.

Values from the calculation:
- gap between HOMO and LUMO (eV) = 11.15
- HOMO (eV) = -11.6980
- lowest unoccupied orbital energy (eV) = -0.54
- SMILES = N#CS(=O)(=O)OO

Geometry (Å):
C1 1.228 -2.435 -1.097
N1 0.688 -3.389 -1.415
O1 3.298 -0.853 -1.058
O2 1.814 -0.964 0.992
O3 -0.293 0.226 -0.146
O4 0.846 0.255 -1.026
S1 2.044 -1.031 -0.391
H1 0.168 0.421 0.688



three | A 2-piece molecular cluster, CHNO4S overall. Source: the OMol25 dataset; level of theory: ωB97M-V with the def2-TZVPD basis set.

Values from the calculation:
- gap between HOMO and LUMO (spin up / spin down) (eV) = 7.54 / 7.54
- HOMO (spin up / spin down) (eV) = -9.0685 / -9.0693
- lowest unoccupied orbital energy (spin up / spin down) (eV) = -1.53 / -1.53

Geometry (Å):
C1 -1.065 0.165 -0.161
N1 1.788 0.540 -1.004
O1 -1.019 0.432 1.176
O2 2.254 0.560 0.017
O3 0.871 -1.186 0.622
O4 -0.103 0.673 -0.946
S1 -0.559 -1.227 0.904
H1 -2.166 0.043 -0.608



Most stable structure, least stable structure: one, three.



one | A 2-piece molecular cluster, C3H9N2O3 overall. Source: the OMol25 dataset; level of theory: ωB97M-V with the def2-TZVPD basis set.

Values from the calculation:
- gap between HOMO and LUMO (eV) = 8.81
- HOMO (eV) = -4.6126
- lowest unoccupied orbital energy (eV) = 4.19
- charge = -1

Geometry (Å):
C1 1.093 0.021 -1.893
N1 1.330 -0.690 -0.662
C2 0.412 -1.821 -0.511
O1 0.227 -2.198 0.849
H1 1.331 -0.562 -2.801
H2 1.713 0.919 -1.954
H3 0.032 0.316 -1.986
H4 1.073 -0.014 0.038
H5 -0.576 -1.445 -0.938
H6 0.833 -2.664 -1.114
H7 0.086 -1.325 1.341
N2 -1.498 2.133 2.045
C3 -0.924 1.157 1.201
O2 -0.958 1.348 -0.053
O3 -0.404 0.152 1.816
H8 -2.084 2.825 1.628
H9 -1.686 1.849 2.994



two | A 2-piece molecular cluster, C3H9N2O3 overall. Source: the OMol25 dataset; level of theory: ωB97M-V with the def2-TZVPD basis set.

Values from the calculation:
- gap between HOMO and LUMO (eV) = 7.84
- HOMO (eV) = -3.9815
- lowest unoccupied orbital energy (eV) = 3.86
- charge = -1

Geometry (Å):
O1 -1.407 1.594 -2.212
C1 -1.242 0.670 -1.438
N1 -2.005 -0.477 -1.550
C2 -0.183 0.583 -0.347
N2 -0.647 -0.202 0.804
C3 0.412 -1.360 1.138
O2 1.633 -1.153 0.639
H1 -1.919 -1.241 -0.897
H2 -3.002 -0.368 -1.714
H3 0.081 1.608 -0.102
H4 0.685 0.062 -0.774
H5 -0.715 0.371 1.631
H6 -0.118 -2.224 0.668
H7 0.454 -1.394 2.237
H8 2.156 -0.109 1.614
H9 2.939 1.256 1.779
O3 2.781 0.424 2.263



Most stable structure, least stable structure: one, two.